55
Properties=species:S:1:pos:R:3:forces:R:3 method="wB97M-V/def2-TZVPD" total_energy_ha=-3742.9762 multiplicity=3 total_charge=-1 e_homo_ev="-3.487 / -4.131" s_squared=2.010 lumo_energy_ev="2.77 / 2.77" gap_ev="6.3 / 6.9" e_above_lowest_ev=0.394
Ni 0.10075 1.03504 -0.05406 -0.1 0.0 -0.5
C 4.16858 0.57326 1.49113 0.0 0.0 0.0
C 2.69884 0.56448 1.21986 -0.1 0.0 0.1
N 2.09459 1.39398 0.46217 0.0 -0.3 -0.1
N 2.74456 2.43192 -0.12930 -0.2 -0.1 0.0
C 1.92054 3.45574 -0.23988 0.3 0.2 0.0
N 2.45990 4.56726 -0.85091 0.0 -0.1 0.0
S 0.33284 3.57453 0.39840 -0.2 0.0 0.1
C 1.79720 -0.38244 1.92557 0.0 0.1 -0.1
C 2.28713 -1.32626 2.82383 -0.2 0.0 -0.1
C 1.39160 -2.13274 3.51002 0.0 0.1 0.0
C 0.04008 -1.98992 3.26568 -0.1 0.0 0.0
C -0.36721 -1.03346 2.34630 0.1 0.0 0.0
N 0.47298 -0.22910 1.70964 0.3 0.1 0.2
H 4.64113 1.33133 0.87134 0.0 0.0 0.0
H 4.60162 -0.40215 1.25946 0.0 0.0 0.0
H 4.37844 0.79135 2.54110 0.0 0.0 0.0
H 3.23886 4.36493 -1.45865 0.0 0.0 0.0
H 1.77777 5.21710 -1.20114 0.0 0.0 0.0
H 3.35098 -1.42801 2.97919 0.0 0.0 0.0
H 1.75432 -2.87776 4.20658 0.0 0.0 0.0
H -0.69581 -2.62378 3.73963 0.0 0.0 0.0
H -1.41305 -0.91949 2.09624 0.0 0.0 0.0
F 1.51293 2.27342 -5.20036 0.0 0.0 0.0
C 0.53655 2.04313 -4.28168 0.0 0.0 -0.1
C 0.87814 1.77294 -2.97777 0.0 0.0 0.0
C -0.11871 1.54666 -2.02866 0.1 0.0 0.3
C -1.46691 1.59697 -2.43992 0.0 0.0 -0.1
C -1.74820 1.86479 -3.77826 0.1 0.0 0.0
F -3.03226 1.91859 -4.24392 0.0 0.0 0.0
C -0.77310 2.09522 -4.72466 0.0 0.0 0.1
C -2.49446 1.37920 -1.40201 -0.1 0.0 0.0
C -3.88243 1.40481 -1.60996 0.1 0.0 0.0
C -4.74064 1.25455 -0.54166 0.0 0.0 0.0
C -4.22977 1.09326 0.73954 0.0 0.0 0.0
C -2.85617 1.05894 0.86838 0.0 0.0 0.0
N -2.02339 1.17051 -0.16019 0.2 0.0 0.0
H 1.92685 1.73339 -2.70487 0.0 0.0 0.0
H -1.02483 2.29966 -5.75412 0.0 0.0 0.0
H -4.27126 1.54554 -2.60332 0.0 0.0 0.0
H -5.81073 1.27390 -0.70912 0.0 0.0 0.0
H -4.86620 0.99641 1.60757 0.0 0.0 0.0
H -2.38562 0.94741 1.83847 0.0 0.0 0.0
S 0.26648 -1.29439 -1.22198 0.0 0.1 -0.1
C -0.01227 -2.68387 -0.20621 -0.1 -0.1 0.1
C 1.03738 -3.47027 0.29043 0.1 0.1 -0.1
C 0.80841 -4.56205 1.10936 0.0 -0.1 0.0
C -0.48469 -4.92414 1.46940 0.0 0.0 0.0
C -1.54448 -4.16864 0.97869 0.0 -0.1 0.1
C -1.31098 -3.07547 0.16299 -0.1 0.1 -0.1
H 2.05091 -3.20032 0.01733 0.0 0.0 0.0
H 1.65247 -5.13848 1.47385 0.0 0.0 0.0
H -0.66238 -5.78130 2.10740 0.0 0.0 0.0
H -2.56541 -4.43317 1.23310 0.0 0.0 0.0
H -2.14182 -2.49299 -0.22007 0.0 0.0 0.0



56
Properties=species:S:1:pos:R:3:forces:R:3 method="wB97M-V/def2-TZVPD" total_energy_ha=-3796.4047 multiplicity=5 total_charge=-2 e_homo_ev="-0.790 / -1.325" s_squared=6.013 lumo_energy_ev="4.50 / 4.50" gap_ev="5.3 / 5.8" e_above_lowest_ev=0.000
Fe 1.20607 -2.13958 -0.03817 -2.5 0.1 -0.2
O 3.40406 0.40213 0.77065 -0.3 0.7 -1.3
S 3.66651 -1.08726 -0.34393 -0.1 1.0 0.1
O 2.76297 -0.81305 -1.50280 0.9 -0.6 1.6
O 3.08766 -2.03760 0.65639 1.2 0.5 -0.9
C 3.17814 1.60572 0.13164 -0.5 -0.7 0.2
C 4.23836 2.52624 0.09734 0.1 -0.1 -0.6
C 4.13835 3.67805 -0.66047 -0.5 -0.1 -0.3
C 2.86903 4.09849 -1.07872 0.6 -0.3 0.4
C 1.75226 3.33745 -0.80911 -0.9 -1.1 0.0
C 1.92075 1.95410 -0.43527 0.1 2.1 0.7
P 0.49173 0.82341 -0.44508 0.8 -1.9 0.9
C -0.32494 1.06256 -2.03722 -0.3 1.6 -1.6
C -1.24642 2.12054 -2.27948 0.3 -1.2 0.4
C -1.79540 2.31814 -3.53937 -0.5 1.1 0.3
C -1.37686 1.56759 -4.61592 0.4 -0.8 0.2
C -0.48295 0.51285 -4.40939 0.1 1.0 0.6
C 0.06597 0.28402 -3.15508 -0.4 0.4 0.9
C -0.60343 1.55638 0.79416 -0.1 0.8 0.3
C -0.12477 2.38821 1.83167 -0.6 -0.4 -0.6
C -1.03019 2.99172 2.70030 0.6 -0.7 -0.5
C -2.39580 2.72216 2.59686 -0.5 0.9 0.6
C -2.88462 1.83760 1.66628 1.1 -1.3 -1.4
C -1.95600 1.24509 0.75786 -1.0 0.1 0.4
H 5.15197 2.26738 0.60145 0.3 -0.3 -0.1
H 5.00093 4.24552 -1.01538 -0.1 -0.1 0.6
H 2.83516 5.02097 -1.59759 -0.4 0.9 -0.3
H 0.70412 3.77781 -0.85755 1.5 -0.8 -0.5
H -1.61718 2.70706 -1.44222 0.2 0.0 -0.1
H -2.54887 3.12627 -3.66972 0.6 -0.6 0.0
H -1.73944 1.77421 -5.60516 -0.2 0.0 -0.3
H -0.13700 -0.06364 -5.23105 0.1 -0.5 -0.6
H 0.77898 -0.51354 -3.00027 0.0 -0.1 0.0
H 0.94725 2.52858 1.90938 -0.1 0.3 0.1
H -0.60122 3.61633 3.46041 -0.3 0.4 0.4
H -3.10500 3.26570 3.22833 0.3 -0.2 0.1
H -3.93107 1.51515 1.58630 0.4 0.5 0.2
H -2.28066 0.51668 0.01053 -0.1 0.2 0.2
F -2.57523 -6.92159 2.51430 -0.6 -0.3 0.1
C -1.94959 -5.71374 2.41618 0.3 0.5 -0.3
C -0.55272 -5.77270 2.31173 -1.4 -0.9 0.4
C 0.13303 -4.62253 2.16335 0.9 2.0 -0.6
C -0.52708 -3.34726 2.01574 -0.4 -1.1 1.7
C 0.22124 -2.13818 1.82511 0.9 0.8 -0.5
C -1.92058 -3.33867 2.26799 -0.3 0.1 -0.6
C -2.67307 -4.52287 2.38728 1.4 -0.5 0.0
H -0.06096 -6.74644 2.35769 -0.2 0.3 0.0
H 1.23468 -4.66366 2.10189 -0.6 0.2 -0.1
H 1.10123 -2.00208 2.46949 -0.3 -0.1 0.0
H -0.38300 -1.23643 1.72752 -0.1 -0.1 0.4
H -2.45418 -2.36662 2.31375 0.5 -0.7 -0.2
H -3.75107 -4.50976 2.43736 -0.1 -0.1 0.1
O -1.93778 -2.04358 -2.49895 0.6 -0.5 0.5
N -1.89443 -1.22583 -1.58825 -1.2 0.9 0.2
O -1.21531 -1.44929 -0.53790 0.2 -0.7 -0.8
I 1.18635 -4.11821 -1.71492 0.2 -0.5 -0.4



52
Properties=species:S:1:pos:R:3:forces:R:3 method="wB97M-V/def2-TZVPD" total_energy_ha=-1613.7707 multiplicity=4 total_charge=+2 e_homo_ev="-13.015 / -12.976" s_squared=3.821 lumo_energy_ev="-8.14 / -8.65" gap_ev="4.9 / 4.3" e_above_lowest_ev=0.996
Re 0.02974 -0.20340 -0.11924 -1.0 -2.2 0.8
C -1.74630 2.41470 -4.53954 0.2 -0.1 0.2
C -0.55093 2.09894 -3.90076 0.0 0.0 -0.2
C -0.57401 1.50999 -2.65514 -0.4 -0.3 0.6
C -1.79932 1.23325 -2.02869 -0.2 0.8 -1.5
C -2.99967 1.57857 -2.66337 0.3 -0.2 0.3
C -2.96033 2.16659 -3.91157 0.1 0.0 0.0
N -1.76644 0.55266 -0.81875 -0.9 -0.2 0.8
N -2.84694 0.37745 -0.18006 -0.1 0.7 -1.3
C -2.71537 -0.32958 0.97006 1.2 -0.8 1.0
C -3.81816 -0.67183 1.75717 0.4 0.3 -0.7
C -3.61120 -1.36958 2.93104 0.4 -0.2 0.4
C -2.32133 -1.68413 3.34601 -0.4 0.1 -0.1
C -1.22179 -1.36614 2.55590 0.7 0.1 -0.3
C -1.38379 -0.71422 1.34268 -0.1 0.4 -0.4
H -1.71917 2.83349 -5.53377 0.0 0.1 0.0
H 0.39062 2.30326 -4.38434 0.1 0.0 0.0
H 0.37344 1.26917 -2.15247 0.0 0.1 -0.1
H -3.93362 1.34806 -2.17660 -0.1 0.0 0.0
H -3.88007 2.41796 -4.41268 -0.1 0.0 0.0
H -4.80615 -0.39381 1.42651 -0.1 0.1 0.0
H -4.44671 -1.66490 3.54385 -0.1 0.0 0.1
H -2.17043 -2.18800 4.28917 0.0 -0.1 0.0
H -0.23335 -1.63083 2.90280 0.1 -0.1 0.0
N 5.45494 -1.32594 4.60667 0.0 0.2 0.3
C 6.60415 -1.98833 4.94539 0.2 -0.6 -0.5
C 7.42999 -1.95155 6.05753 0.6 -0.2 0.4
C 8.54184 -2.78545 6.04631 -0.7 0.5 0.1
C 8.81233 -3.64818 4.97441 -0.1 -0.2 -0.6
C 7.99734 -3.70371 3.86613 0.0 0.1 0.2
C 6.86737 -2.86712 3.84834 0.1 0.5 1.0
N 5.90732 -2.71466 2.92180 -0.7 0.2 -0.8
C 5.07648 -1.78423 3.37325 0.3 -0.4 -0.2
C 3.95634 -1.33600 2.59044 0.2 -0.1 0.0
C 3.03325 -0.35390 2.98118 -0.3 0.0 -0.3
C 1.98572 -0.03680 2.14514 0.2 0.4 0.8
N 1.78446 -0.61542 0.94273 -0.1 0.2 -0.2
C 2.70898 -1.51369 0.53988 0.8 -0.7 -0.1
C 3.77432 -1.89647 1.31465 -0.4 0.1 -0.3
H 5.00114 -0.62649 5.17226 0.0 -0.1 -0.1
H 7.22307 -1.31920 6.90675 0.0 0.1 0.1
H 9.22040 -2.77379 6.88550 0.0 0.0 0.1
H 9.68534 -4.27905 5.01980 0.1 0.0 0.0
H 8.21067 -4.34305 3.02484 0.0 -0.1 0.0
H 3.10686 0.14828 3.93273 0.0 0.1 0.0
H 1.26504 0.71459 2.45860 0.0 -0.1 0.0
H 2.58472 -1.94450 -0.44555 -0.1 0.0 0.1
H 4.47067 -2.64005 0.96307 0.1 0.0 -0.1
I -1.84010 -2.45007 -2.39082 0.4 0.2 0.3
C -0.10769 -2.11206 -1.16678 -0.1 0.8 0.2
H 0.75091 -2.14989 -1.84989 -0.1 0.1 0.1
H -0.07027 -2.95062 -0.46222 0.1 0.4 0.0